No. 1
Formula: C5H5N
Source: the Open Molecules 2025 dataset
Level of theory: ωB97M-V/def2-TZVPD

## Properties
max |F|: 3.26 eV Å⁻¹
energy: -6754.397 eV
frontier orbital gap: 9.61 eV
SMILES string: C=C/C=C/C#N
HOMO energy: -9.62 eV

XYZ file:
```
11
Properties=species:S:1:pos:R:3:nbo_charge:R:1
C -2.32273 1.18421 -1.18641 -0.337
C -1.58496 0.78766 -0.17232 -0.233
C -0.20378 0.26761 -0.31236 -0.121
C 0.38894 -0.36893 0.69167 -0.330
C 1.68073 -0.91574 0.60569 0.251
N 2.74837 -1.31606 0.58423 -0.300
H -3.38450 1.44458 -0.93902 0.205
H -2.01490 1.23968 -2.17399 0.199
H -1.94669 0.79734 0.85528 0.208
H 0.39839 0.41171 -1.25978 0.224
H -0.04022 -0.40970 1.67028 0.234
```


No. 2
Formula: C5H5N2
Source: the Open Molecules 2025 dataset
Level of theory: ωB97M-V/def2-TZVPD

## Properties
max |F|: 4.18 eV Å⁻¹
energy: -8232.295 eV
frontier orbital gap (spin up / spin down): 9.41 / 9.41 eV
total charge: +1
HOMO energy (spin up / spin down): -15.80 / -15.80 eV

XYZ file:
```
12
Properties=species:S:1:pos:R:3:nbo_charge:R:1
C -1.10533 -2.28672 -0.31673 0.186
C 0.10344 0.75667 -0.43612 0.622
C -0.74047 0.63219 -1.53582 -0.457
C -1.58110 -0.41180 -1.53999 0.194
C 1.54267 0.77149 1.62267 -0.497
N -0.82211 -3.28555 0.20147 -0.344
N 0.82880 0.83134 0.45903 -0.150
H -0.84616 1.36517 -2.29019 0.321
H -2.39854 -0.72575 -2.14857 0.246
H 1.82603 -0.34484 1.91650 0.305
H 0.78348 1.12084 2.33943 0.272
H 2.40927 1.57695 1.72832 0.300
```


No. 3
Formula: C5H5N2
Source: the Open Molecules 2025 dataset
Level of theory: ωB97M-V/def2-TZVPD

## Properties
max |F|: 5.36 eV Å⁻¹
energy: -8234.302 eV
frontier orbital gap (spin up / spin down): 9.14 / 9.15 eV
total charge: +1
SMILES string: CC1=C=C=[NH+]C=N1
HOMO energy (spin up / spin down): -15.66 / -15.67 eV

XYZ file:
```
12
Properties=species:S:1:pos:R:3:nbo_charge:R:1
C -0.07309 -1.70771 -0.22322 -0.662
C -0.42745 -0.34560 0.20563 0.280
C -1.43830 0.28841 0.86517 0.093
C -1.54107 1.58143 1.15881 0.291
N -0.67858 2.47282 0.70746 -0.521
C 0.36537 1.85615 -0.05070 0.326
N 0.32773 0.62144 -0.37070 -0.356
H 0.68799 -1.91558 0.57327 0.277
H 0.51613 -1.70363 -1.04978 0.267
H -0.75643 -2.53558 -0.23192 0.276
H -0.54087 3.43088 1.22346 0.483
H 1.10231 2.52185 -0.40202 0.247
```


No. 4
Formula: C5H5N2O3
Source: the Open Molecules 2025 dataset
Level of theory: ωB97M-V/def2-TZVPD

## Properties
max |F|: 4.41 eV Å⁻¹
energy: -14386.757 eV
frontier orbital gap: 6.59 eV
total charge: -1
SMILES string: COC1=C([O-])N[C@@H]1N=C=O
HOMO energy: -2.99 eV

XYZ file:
```
15
Properties=species:S:1:pos:R:3:nbo_charge:R:1
C -2.28964 1.34309 0.37880 -0.250
O -1.44648 1.00962 -0.74909 -0.544
C -0.55763 -0.10716 -0.46513 -0.115
C -0.70228 -1.34766 0.24341 0.572
O -1.54103 -1.99679 0.83708 -0.698
N 0.73872 -1.74307 -0.25231 -0.692
C 0.84849 -0.33095 -0.78676 0.121
N 2.11556 0.35902 -0.06951 -0.594
C 3.33428 0.33773 -0.06119 0.796
O 4.51771 0.41469 0.06515 -0.617
H -1.94467 2.02659 1.17714 0.148
H -2.44486 0.31127 1.03818 0.195
H -3.13473 1.75295 -0.07818 0.165
H 1.27904 -2.00048 0.56664 0.343
H 1.22751 -0.02887 -1.84424 0.169
```


No. 5
Formula: C5H5N2O3S
Source: the Open Molecules 2025 dataset
Level of theory: ωB97M-V/def2-TZVPD

## Properties
max |F|: 3.08 eV Å⁻¹
energy: -25210.955 eV
frontier orbital gap: 8.29 eV
total charge: +1
SMILES string: [H]/N=C\SC(=C=[N+]=O)OC(C)=O
HOMO energy: -14.31 eV

XYZ file:
```
16
Properties=species:S:1:pos:R:3:nbo_charge:R:1
H 3.37951 3.36127 0.65692 0.455
N 2.84266 3.49150 -0.24134 -0.511
C 1.94956 2.92523 -0.84037 0.206
S 1.06731 1.35016 0.14767 0.222
C -0.24569 0.33173 -0.11315 0.267
C -1.25215 0.37845 -1.10287 0.037
N -1.91563 0.83968 -1.96263 0.341
O -2.65585 1.16838 -2.77099 -0.196
O -0.21696 -0.67220 0.74401 -0.483
C -0.95906 -1.89487 0.60683 0.801
C -0.46740 -2.90527 1.55484 -0.750
O -1.85238 -1.96722 -0.19006 -0.481
H 1.58610 3.03998 -1.86906 0.247
H 0.22118 -3.67399 1.13309 0.292
H -1.47042 -3.48076 1.80650 0.287
H -0.01077 -2.29205 2.44061 0.267
```


No. 6
Formula: C5H5N2P
Source: the Open Molecules 2025 dataset
Level of theory: ωB97M-V/def2-TZVPD

## Properties
max |F|: 4.26 eV Å⁻¹
⟨S²⟩: 2.026
energy: -17528.204 eV
frontier orbital gap (spin up / spin down): 7.03 / 7.45 eV
spin multiplicity: 3
HOMO energy (spin up / spin down): -6.41 / -8.43 eV

XYZ file:
```
13
Properties=species:S:1:pos:R:3:nbo_charge:R:1
C -1.09960 1.26725 0.63114 -0.430
C 0.56386 -1.87341 0.80026 0.176
C -0.52770 0.17279 1.11383 0.401
C 0.64938 -0.84973 -1.27322 -0.230
C -0.19154 1.93191 -0.42840 -0.657
N 0.38289 -0.64035 1.36026 -0.478
N 0.55741 -1.93331 -0.53811 -0.644
P 0.95911 0.70276 -1.55990 0.532
H -2.12455 1.53366 0.73785 0.243
H 0.92731 -2.73217 1.48303 0.205
H -0.86993 2.43501 -1.20890 0.232
H 0.48646 2.80129 -0.04269 0.229
H 0.28691 -2.81569 -1.07516 0.421
```